# 1
{
  "formula": "C3H4N2S3",
  "method": "the ωB97M-V functional and the def2-TZVPD basis",
  "homo_ha": -0.3240,
  "lumo_ha": -0.016,
  "total_charge": 0,
  "gap_ev": 8.38,
  "de_lowest_kcal_mol": 26.84,
  "species": ["C", "C", "H", "C", "N", "H", "N", "H", "H", "S", "S", "S"],
  "positions_angstrom": [[2.722436, -1.176762, 0.543748], [-1.076517, -0.211513, 0.061327], [3.563907, -0.535132, 0.892085], [1.744364, 1.043319, -0.242467], [1.557649, -0.287612, 0.254852], [2.737620, 1.334418, -0.598748], [0.772339, 1.862736, -0.329457], [2.453119, -1.722075, 1.472077], [3.033319, -1.876763, -0.276950], [0.301887, -1.104024, -0.562426], [-2.573669, -0.763274, 0.141446], [-0.755692, 1.482512, 0.224613]],
  "atomic_forces_ev_per_a": [[-0.03, 0.54, 0.97], [1.09, 0.32, -0.68], [-0.44, -0.35, -0.69], [-0.42, -1.12, 0.21], [1.11, 0.76, -0.74], [-0.18, -0.02, 0.31], [0.78, -0.27, -0.06], [0.09, -0.13, -0.81], [-0.36, 0.79, 0.66], [-0.58, -0.43, 0.26], [-0.77, -0.52, 0.17], [-0.30, 0.44, 0.40]]
}

***

# 2
{
  "formula": "C36H49IrN5P2Si",
  "method": "the ωB97M-V functional and the def2-TZVPD basis",
  "homo_ha": [-0.4463, -0.4901],
  "multiplicity": 6,
  "lumo_ha": [-0.225, -0.352],
  "total_charge": 2,
  "gap_ev": [6.03, 3.76],
  "s_squared": 8.80,
  "species": ["C", "H", "C", "C", "H", "H", "C", "P", "C", "H", "H", "C", "C", "C", "C", "H", "C", "H", "H", "H", "C", "C", "H", "H", "P", "H", "Si", "H", "C", "H", "Ir", "C", "C", "H", "H", "H", "H", "H", "C", "C", "C", "H", "H", "C", "H", "C", "H", "H", "C", "H", "C", "H", "C", "H", "C", "H", "C", "H", "C", "H", "C", "N", "H", "H", "H", "H", "N", "H", "H", "N", "C", "H", "H", "C", "H", "H", "C", "H", "H", "C", "C", "H", "C", "H", "N", "C", "C", "H", "H", "H", "C", "H", "H", "N"],
  "positions_angstrom": [[0.819872, -0.300023, -6.860675], [-3.967733, -4.317287, -0.002485], [0.165236, 2.659795, -5.987181], [0.945524, 1.666736, -5.205660], [-5.773110, 0.378744, 1.853753], [5.604216, 1.893871, -3.886648], [0.620153, -1.560347, -3.652475], [-1.816537, -0.647859, -2.475801], [-5.028824, 2.087172, 0.733715], [1.619530, 2.152590, -0.426511], [1.066091, -1.991395, 0.658346], [2.518375, 2.033416, -2.704411], [4.606660, 1.709778, -3.502952], [-4.994246, -2.509255, -0.841789], [1.342327, 0.470760, -5.667584], [-3.620677, -0.828671, 1.802122], [-2.599307, 0.683557, 0.613368], [4.065599, -4.467678, -0.821039], [-0.664128, 1.514734, -7.674339], [-3.992343, 3.640108, -0.364650], [4.264006, -2.305229, -0.223485], [-1.888388, -2.554661, 2.190641], [-2.450331, 1.511830, -5.239715], [-0.906882, -2.814764, -2.749634], [1.447407, -0.538507, -2.391222], [-2.155710, -3.123123, 1.293747], [-0.906543, -0.994464, 1.807979], [0.635153, -0.955450, -4.558610], [-3.913420, -3.381763, -0.539050], [1.194679, -2.462503, -3.886538], [-0.267910, 0.558806, -1.523533], [-3.716159, 0.150611, 1.329374], [-3.292619, 2.885881, -3.309365], [1.561410, 2.418683, -2.386907], [-4.672271, -0.094163, -3.895073], [-5.982854, 2.614164, 0.756990], [-4.974688, -0.551095, -1.905695], [-1.736190, 2.780927, -7.023944], [-4.115482, 0.796064, -3.648794], [-2.758626, -2.790740, -1.027776], [2.679318, -2.993276, -1.706202], [-1.018145, -1.230405, -7.596182], [0.271826, 1.784464, 0.726666], [-1.505220, -0.282161, -5.757792], [-1.734535, -3.119933, -0.981577], [3.722496, -3.450433, -0.906428], [-2.011189, 0.351184, 3.623448], [-0.234398, 3.439050, -5.309117], [0.966618, 1.368439, -0.021650], [-1.385109, -2.176096, -4.312913], [-1.677585, 1.039854, -5.829925], [1.576083, -1.061678, -7.126030], [-2.695839, 2.005179, 0.122214], [-2.804447, -2.377537, 2.766555], [-1.005439, 1.999680, -6.745970], [-0.379358, 0.959042, 3.285900], [-4.466054, -1.422559, -1.525109], [0.729427, 0.342867, -7.747724], [-4.427959, 2.150165, -3.747964], [-0.317579, -2.044925, -6.208287], [-0.523446, -1.039101, -6.620090], [2.710442, 0.650328, -2.848211], [-1.300198, 2.112053, -2.585091], [2.249146, 0.024911, -5.234555], [3.783883, 3.780325, -3.098208], [-1.239837, -3.192004, 2.810774], [-2.830491, 0.671778, -3.127606], [-2.318079, -0.880649, -5.329050], [1.503847, 2.131539, -4.396921], [-3.086421, -1.596131, -1.676687], [-4.919644, 0.832612, 1.344724], [-0.595483, -0.520005, 4.235384], [-6.035591, -2.660415, -0.587710], [3.536132, -1.197387, -0.640266], [1.600707, -0.907599, 1.982360], [2.027417, -3.523858, -2.373529], [-2.325220, 1.962834, -2.955555], [-5.375713, 2.566506, -4.066997], [-3.168259, 3.958578, -3.229780], [-0.984275, 0.047314, 3.376078], [-0.864291, -1.922224, -3.382413], [1.546312, 0.555476, 0.443118], [-3.917673, 2.666104, 0.113130], [4.376122, -0.527571, -3.518314], [-1.474614, -0.058458, 0.392660], [3.999690, 0.470742, -3.338079], [0.846669, -1.643874, 1.675498], [5.082885, -2.295698, 0.477899], [0.848896, 3.170183, -6.695554], [3.643915, -0.161695, -0.370769], [3.669564, 2.705048, -3.100646], [-1.795861, 2.479662, -0.278286], [0.931841, -2.506798, 2.356788], [2.557461, -1.604995, -1.561200]],
  "atomic_forces_ev_per_a": [[0.38, -0.26, -0.46], [0.05, 0.07, -0.05], [-0.89, 0.37, -0.21], [1.43, 0.30, -0.79], [0.26, 0.24, -0.19], [-0.21, -0.19, 0.15], [-0.06, -0.25, -0.85], [-4.43, -0.54, -0.05], [-0.22, -0.10, -0.08], [-0.26, -0.33, -0.18], [0.25, -0.08, 0.14], [1.20, 0.48, -0.06], [-0.65, -1.04, 0.10], [0.79, 0.91, -0.63], [0.75, 0.33, -0.30], [-0.18, 0.33, -0.31], [0.55, -0.15, -0.08], [-0.07, -0.02, -0.07], [-0.29, 0.38, 0.46], [-0.01, -0.13, 0.26], [-1.23, 0.73, -0.85], [-0.23, -0.18, -0.26], [-0.10, -0.24, -0.17], [-0.18, 0.20, 0.11], [4.66, -1.54, -0.35], [0.07, 0.09, 0.40], [0.63, -1.45, 2.09], [0.03, -0.10, 0.35], [1.02, 0.69, -0.38], [-0.11, 0.10, 0.09], [-0.35, 2.37, 2.46], [-0.32, -0.23, -0.05], [0.87, -0.69, 0.41], [0.19, 0.10, -0.07], [-0.08, 0.21, -0.11], [0.26, -0.12, -0.06], [0.15, -0.13, 0.15], [0.30, -0.38, 0.02], [-0.09, 0.66, -0.09], [-0.90, -0.63, 0.02], [0.86, -0.38, 0.78], [0.38, 0.03, 0.41], [0.48, -0.07, -0.15], [-0.62, 0.17, -1.16], [-0.05, -0.12, 0.09], [-1.05, 1.14, -0.55], [0.23, -0.04, -0.05], [0.16, -0.27, -0.32], [0.06, 1.18, 2.49], [0.33, -0.09, 0.29], [-0.83, -0.37, -0.29], [-0.32, 0.34, 0.06], [-0.62, 0.58, -0.72], [0.16, -0.04, -0.12], [0.26, 0.51, -0.29], [-0.10, -0.10, 0.08], [-0.66, -0.33, 0.37], [0.15, -0.23, 0.38], [0.33, -1.11, 0.22], [-0.14, 0.35, -0.09], [-0.27, -0.18, -0.35], [-1.51, -0.14, 0.39], [-0.40, 0.31, -0.38], [-0.61, 0.21, 0.12], [0.08, -0.17, -0.01], [-0.14, 0.25, -0.13], [0.85, -0.73, 0.36], [0.38, 0.35, 0.21], [-0.21, -0.44, -0.47], [1.31, 0.22, -0.43], [0.30, -0.29, 0.37], [-0.06, 0.00, -0.38], [0.16, 0.10, -0.13], [0.40, -0.93, 0.31], [-0.11, -0.20, -0.15], [0.03, -0.19, 0.00], [-0.84, 0.56, -0.33], [0.18, -0.18, -0.07], [-0.11, -0.17, -0.14], [-0.18, 0.45, -0.33], [0.19, -0.35, -0.17], [-0.29, 0.10, -0.38], [0.70, -0.04, 0.15], [0.02, 0.16, 0.04], [-0.35, 0.52, 0.39], [0.66, 0.40, -0.33], [0.02, 0.26, -0.45], [-0.03, 0.05, -0.05], [-0.29, -0.18, 0.37], [0.05, 0.07, -0.06], [-1.34, -0.87, 0.57], [-0.45, -0.13, 0.08], [-0.08, 0.34, -0.29], [-0.07, -0.08, -0.28]]
}

***

# 3
{
  "formula": "C4H5BrO2S",
  "method": "the ωB97M-V functional and the def2-TZVPD basis",
  "homo_ha": [-0.2986, -0.3692],
  "multiplicity": 3,
  "lumo_ha": [0.013, -0.170],
  "total_charge": 0,
  "gap_ev": [8.48, 5.43],
  "de_lowest_kcal_mol": 15.31,
  "s_squared": 2.02,
  "species": ["H", "H", "C", "C", "C", "O", "S", "Br", "O", "H", "H", "H", "C"],
  "positions_angstrom": [[-0.911471, -1.516230, -1.989492], [-3.422829, -0.002360, 0.282545], [0.387566, -0.556516, -0.411751], [-0.205380, -1.078696, -1.351105], [2.763814, -0.176917, 0.268662], [-2.373000, 1.121145, 0.551826], [-0.960116, 1.360469, 0.745141], [-4.269640, -0.986990, -0.409225], [-0.230229, 2.264266, -0.030664], [3.203974, -0.108177, -0.726414], [3.437012, -0.047579, 1.033422], [1.103824, -0.083206, 1.551673], [1.476474, -0.189210, 0.485376]],
  "atomic_forces_ev_per_a": [[-0.43, -0.28, -0.61], [-0.54, -0.74, -0.51], [0.84, -0.34, -1.38], [0.55, 1.02, 1.97], [0.08, 0.58, -2.56], [-2.18, 0.11, 0.10], [-0.67, -2.80, 2.93], [0.05, 0.08, 0.18], [2.95, 3.68, -2.86], [-0.30, -0.55, 0.06], [1.29, 0.35, 1.84], [0.72, -0.22, -1.19], [-2.37, -0.87, 2.02]]
}

***

# 4
{
  "formula": "C20H15BF4MoN2S4Se",
  "method": "the ωB97M-V functional and the def2-TZVPD basis",
  "homo_ha": [-0.2989, -0.2978],
  "lumo_ha": [-0.052, -0.052],
  "total_charge": 0,
  "gap_ev": [6.72, 6.68],
  "de_lowest_kcal_mol": 0.00,
  "species": ["H", "C", "Se", "H", "H", "C", "C", "C", "H", "S", "N", "C", "Mo", "H", "S", "C", "S", "H", "F", "H", "F", "C", "C", "F", "S", "C", "H", "C", "C", "H", "C", "C", "H", "N", "H", "C", "H", "F", "C", "H", "B", "C", "C", "C", "H", "C", "C", "H"],
  "positions_angstrom": [[4.200792, 0.945150, -4.965292], [2.024233, -0.756973, -3.020581], [-2.198549, -2.356958, -2.494571], [-2.854920, -1.824093, 1.318107], [2.216226, 0.725176, 0.417415], [-1.195961, 2.132730, -0.600620], [0.942461, -0.275778, 1.796606], [-1.343399, -0.485953, 2.051131], [-3.871802, 4.387049, 1.077400], [1.910090, -1.462838, -0.454128], [-4.182675, -3.138096, -0.383144], [-3.125280, 3.758291, 0.611726], [-0.500532, -1.093878, -0.994013], [2.068688, -0.301647, -5.111562], [-2.667081, -0.145639, -0.293695], [-2.664839, -0.751180, 1.406534], [0.531078, -1.707109, -3.046789], [5.368383, 1.168722, -2.799567], [0.815358, -4.478522, -0.032734], [0.095977, 0.143840, 5.032394], [0.962837, -3.034507, 1.743224], [-1.958346, 4.313288, 0.094151], [3.777664, 0.498114, -4.075348], [-0.700924, -4.613574, 1.709339], [0.056816, 1.134632, -1.347252], [4.433022, 0.628774, -2.858979], [3.032485, -0.493213, 1.440649], [-3.333165, 2.394615, 0.510377], [3.894427, 0.056451, -1.713922], [-2.147267, -0.262324, 4.015191], [-1.006537, 3.513145, -0.511094], [-1.250894, -0.253967, 3.411488], [-3.485432, -0.298421, 1.959908], [-0.263581, -0.494460, 1.256946], [-4.251091, 1.951179, 0.877957], [-2.360148, 1.590468, -0.073899], [-0.102529, 3.947399, -0.919095], [-0.799348, -2.844953, 0.239979], [-0.006039, -0.030423, 3.969626], [2.097703, 0.124234, 3.546767], [0.127025, -3.835928, 0.957870], [2.127932, -0.258346, 0.883750], [2.689944, -0.616835, -1.809821], [1.105677, -0.038143, 3.150210], [-1.794231, 5.381100, 0.158530], [-3.410228, -2.876864, -1.199651], [2.580952, -0.199950, -4.163741], [4.415017, 0.136205, -0.767758]],
  "atomic_forces_ev_per_a": [[0.00, 0.00, 0.00], [0.01, 0.00, -0.04], [-0.02, 0.00, -0.02], [0.00, 0.00, -0.01], [0.01, 0.00, 0.00], [0.05, 0.02, -0.03], [-0.01, -0.01, -0.01], [-0.01, 0.02, 0.01], [0.00, 0.00, 0.00], [-0.03, -0.01, 0.01], [0.02, 0.01, 0.02], [0.03, 0.00, -0.01], [-0.11, 0.07, 0.09], [0.00, 0.00, 0.00], [0.03, -0.01, -0.03], [-0.01, 0.01, 0.02], [0.04, -0.02, 0.00], [0.00, 0.00, 0.00], [-0.01, -0.02, 0.02], [0.00, 0.00, 0.00], [-0.01, 0.02, 0.00], [-0.02, 0.00, 0.01], [0.00, 0.00, 0.00], [0.02, -0.01, -0.02], [-0.03, -0.02, 0.01], [0.00, 0.00, 0.00], [0.01, 0.00, -0.01], [0.00, -0.01, 0.00], [0.00, 0.00, -0.01], [0.00, 0.01, 0.01], [-0.01, -0.01, 0.01], [-0.01, 0.00, -0.01], [0.00, 0.00, 0.01], [0.01, -0.03, -0.05], [0.00, 0.00, 0.00], [-0.03, 0.01, 0.02], [0.00, 0.00, 0.00], [0.07, 0.02, 0.00], [0.00, 0.00, 0.02], [0.00, -0.01, 0.01], [0.00, -0.05, 0.02], [0.01, 0.01, 0.02], [-0.01, 0.00, 0.02], [0.00, 0.00, -0.02], [0.00, 0.00, 0.00], [0.00, 0.02, -0.04], [-0.01, -0.01, 0.01], [-0.01, 0.00, 0.00]]
}

***

# 5
{
  "formula": "C5H16N2O",
  "method": "the ωB97M-V functional and the def2-TZVPD basis",
  "homo_ha": -0.3187,
  "lumo_ha": 0.029,
  "total_charge": 0,
  "gap_ev": 9.47,
  "de_lowest_kcal_mol": 18.64,
  "smiles": "CC(C)CNCN.O",
  "species": ["H", "N", "H", "H", "H", "H", "C", "N", "H", "H", "O", "H", "H", "H", "C", "C", "C", "H", "H", "H", "H", "H", "C", "H"],
  "positions_angstrom": [[-1.002471, -1.084066, -3.165654], [-1.501163, -1.717302, -2.549651], [0.526020, 2.996489, 1.398538], [1.524323, 1.216921, 2.376664], [1.792851, 3.383406, 0.169218], [-0.280798, 1.219691, -1.565564], [0.848178, 2.884615, 0.361091], [-0.332685, -0.719986, -0.607249], [0.519656, -1.149053, -0.935342], [0.116702, 3.366574, -0.295480], [0.513524, -2.916544, 2.192861], [-0.071530, 0.713665, 2.122164], [0.492720, -2.479229, 1.332169], [-1.084314, -2.633918, -2.627197], [-1.556645, -1.243906, -1.171943], [0.876037, 1.327318, 0.265315], [-0.244986, 0.729558, -0.579553], [1.866898, 1.094049, -0.193943], [1.162596, -0.348853, 1.602324], [-1.873520, -2.110265, -0.579425], [0.317948, -3.841024, 2.021662], [-2.344474, -0.491059, -1.099936], [0.908853, 0.705183, 1.631117], [-1.173720, 1.097736, -0.102188]],
  "atomic_forces_ev_per_a": [[-0.10, -0.01, 0.10], [-0.07, 0.13, -0.17], [0.08, 0.98, -0.12], [0.45, -0.02, -0.46], [0.21, -0.24, 0.23], [0.35, -0.20, -0.16], [-1.05, -0.85, 0.33], [0.24, 0.73, 0.67], [-0.11, -0.14, -0.34], [-0.06, -0.23, 0.05], [0.08, 0.09, -0.05], [-0.26, 0.11, -0.32], [-0.17, 0.03, 0.07], [0.08, 0.03, 0.06], [0.12, -0.90, -0.35], [1.80, 0.14, -1.07], [-0.87, 1.02, 0.33], [-0.61, -0.15, -0.04], [0.32, -0.05, 0.02], [-0.12, 0.13, -0.05], [-0.01, -0.04, -0.05], [0.20, 0.06, 0.14], [-0.65, -0.38, 1.25], [0.16, -0.25, -0.06]]
}

***

# 6
{
  "formula": "C3H6N2S2",
  "method": "the ωB97M-V functional and the def2-TZVPD basis",
  "homo_ha": -0.3172,
  "lumo_ha": -0.001,
  "total_charge": 0,
  "gap_ev": 8.59,
  "de_lowest_kcal_mol": 50.83,
  "smiles": "C=NNCC(=S)S",
  "species": ["H", "H", "C", "N", "N", "H", "S", "C", "H", "C", "H", "S", "H"],
  "positions_angstrom": [[1.197185, -0.886004, 1.558309], [0.641455, 1.962552, 0.362344], [-2.329604, -0.020486, -0.810071], [-0.422990, 0.039656, 0.432768], [-1.061613, -0.150232, -0.775966], [-2.804743, 0.252055, 0.141608], [1.829844, 1.827394, -0.274649], [0.827481, -0.655879, 0.549929], [0.778740, -1.635967, 0.010781], [1.967031, 0.077195, -0.115085], [-2.900331, 0.004264, -1.703504], [3.305342, -0.710525, -0.599059], [-1.027802, -0.104026, 1.222591]],
  "atomic_forces_ev_per_a": [[-0.76, 0.36, 0.05], [0.22, -0.13, -0.25], [1.26, 0.72, 1.95], [-0.68, -0.10, 0.39], [-0.15, -0.17, -0.68], [-0.46, -0.15, -0.24], [0.10, -0.52, 0.18], [0.57, -1.22, -1.37], [0.05, 0.60, 0.52], [0.52, 0.73, -0.20], [-0.08, -0.33, -0.78], [-0.24, 0.22, 0.03], [-0.34, -0.02, 0.40]]
}